[1]
152
Properties=species:S:1:pos:R:3 method="wB97M-V/def2-TZVPD" orbital_gap_ha=0.253 charge=+1 lumo_ev=-2.99
C -0.63230 -1.36250 -0.92203
C -1.50939 -1.14196 0.41695
C -2.39849 0.22939 0.36326
C -3.97242 -0.04642 0.15730
C -4.44085 -0.20024 -1.37220
C -4.01069 1.02620 -2.31209
C -4.73947 2.42875 -1.96942
C -3.61264 3.54791 -1.80967
C -2.95708 4.11168 -3.08269
N -1.98932 5.03175 -2.48200
C -2.06222 5.02059 -1.03280
C -1.10544 5.88121 -0.04870
C 0.30585 5.04416 -0.02086
C 0.90392 4.85267 1.45658
C 2.41566 4.26000 1.27206
C 2.44241 2.72549 0.80172
C 2.34472 2.49292 -0.79046
C 3.48195 1.54122 -1.41046
C 3.89518 1.98497 -2.92633
O 3.06378 1.36234 -3.93637
C 1.96884 2.22365 -4.34760
N -3.09652 4.08342 -0.55392
P -3.51826 3.76196 1.13580
S -5.40115 3.45997 1.47714
H -1.27603 -1.48269 -1.85832
H 0.12645 -0.50463 -0.97398
H -0.01629 -2.32667 -0.77853
H -2.13498 -2.05087 0.72434
H -0.73981 -0.98521 1.27092
H -2.29120 0.68118 1.42872
H -1.96962 0.98255 -0.39058
H -4.19787 -1.05150 0.68312
H -4.58764 0.75175 0.73293
H -4.09709 -1.20902 -1.81514
H -5.59932 -0.24569 -1.37731
H -4.24996 0.70150 -3.39983
H -2.87044 1.23344 -2.31728
H -5.34253 2.71382 -2.91826
H -5.49998 2.37976 -1.12050
H -3.17901 3.82271 -4.16023
H -1.33863 5.58494 -3.07532
H -1.54012 6.00378 0.99834
H -0.85570 6.91318 -0.46846
H 0.07597 3.97728 -0.41622
H 1.08655 5.50496 -0.71524
H 0.34113 4.09323 2.10467
H 0.91570 5.85483 2.04074
H 2.98193 4.30907 2.28631
H 2.94392 4.94909 0.52729
H 1.62706 2.08273 1.31977
H 3.44532 2.26583 1.15824
H 1.31602 1.99392 -0.99697
H 2.28135 3.52911 -1.29069
H 3.02706 0.48980 -1.52663
H 4.39985 1.50766 -0.73132
H 3.96771 3.12447 -3.04810
H 4.96943 1.58134 -3.09825
H 2.19729 3.34321 -4.26697
H 1.65517 2.03219 -5.44651
H 1.06095 1.92483 -3.69017
H -2.64167 2.73761 1.66080
H -3.15481 4.96583 1.86295
C -0.67689 1.34933 -7.84280
S -1.54887 2.47761 -6.73765
O -2.90710 1.90249 -6.48477
C -1.73849 3.80637 -7.94589
H -0.48280 0.41904 -7.30628
H -1.29042 1.14014 -8.72077
H 0.27213 1.79543 -8.14547
H -2.28527 3.44179 -8.81738
H -0.75396 4.17007 -8.24530
H -2.29795 4.61954 -7.48080
C -4.00282 -5.87821 2.47773
S -3.77498 -4.08969 2.37784
O -2.37517 -3.84039 1.90826
C -3.80942 -3.79738 4.15926
H -3.97736 -6.28796 1.46673
H -3.20210 -6.32374 3.06885
H -4.97090 -6.09761 2.93134
H -3.02023 -4.37143 4.64729
H -4.78344 -4.08584 4.55739
H -3.64702 -2.73352 4.33866
C -8.41490 2.83713 5.82904
S -6.89096 1.91350 5.53484
O -6.47907 1.30261 6.83371
C -5.84666 3.36208 5.26245
H -9.20991 2.12714 6.06089
H -8.28095 3.51880 6.67096
H -8.68142 3.39686 4.93051
H -5.87295 4.01112 6.13986
H -6.19769 3.90480 4.38298
H -4.82364 3.02363 5.09308
C 5.52320 1.73919 5.49150
S 5.59513 2.74905 3.99656
O 4.29666 3.48824 3.89118
C 5.52902 1.36743 2.83738
H 5.51545 2.40304 6.35720
H 4.61400 1.13506 5.48987
H 6.40296 1.09496 5.53825
H 4.61896 0.78628 3.00175
H 6.40838 0.73541 2.97236
H 5.52502 1.76702 1.82251
C -3.42215 1.39090 -12.96321
S -2.58084 0.80364 -11.47746
O -1.51683 1.80032 -11.13969
C -1.77300 -0.60553 -12.26642
H -3.96963 2.30087 -12.71375
H -2.69099 1.61020 -13.74334
H -4.12447 0.63040 -13.30896
H -1.14480 -0.26147 -13.09006
H -2.52994 -1.29979 -12.63552
H -1.15292 -1.10886 -11.52361
C -2.66437 -8.07102 7.82133
S -2.60626 -7.05409 6.33246
O -3.90541 -6.31564 6.23964
C -2.68019 -8.43193 5.16605
H -2.66575 -7.41319 8.68979
H -3.57343 -8.67635 7.82343
H -1.78541 -8.71314 7.85795
H -3.58776 -9.01444 5.33501
H -1.79911 -9.06361 5.29209
H -2.69257 -8.02832 4.15346
C 4.36384 -1.24522 -5.34506
S 5.71984 -1.73509 -4.25797
O 6.99703 -1.36147 -4.93770
C 5.49380 -3.51460 -4.46938
H 4.33728 -0.15620 -5.39555
H 4.52259 -1.65089 -6.34619
H 3.41947 -1.61014 -4.93714
H 5.58296 -3.77844 -5.52476
H 4.51202 -3.80497 -4.09078
H 6.26753 -4.03128 -3.90021
C 10.82025 -0.54614 1.92914
S 9.68202 0.81214 1.58295
O 8.44516 0.57790 2.39162
C 9.31838 0.32142 -0.11650
H 11.15183 -0.46381 2.96514
H 10.31402 -1.50245 1.78554
H 11.68472 -0.47496 1.26673
H 8.90587 -0.68906 -0.13236
H 10.23225 0.36374 -0.71158
H 8.58692 1.01783 -0.52833
C 0.89116 -6.34324 11.02765
S 0.62667 -6.76687 9.29228
O -0.31158 -7.93116 9.25297
C 2.29153 -7.40300 9.00058
H -0.04330 -5.95476 11.43497
H 1.18856 -7.23203 11.58710
H 1.66388 -5.57598 11.10187
H 2.50139 -8.22560 9.68668
H 3.01818 -6.60091 9.14177
H 2.34810 -7.76473 7.97319

---

[2]
153
Properties=species:S:1:pos:R:3 method="wB97M-V/def2-TZVPD" orbital_gap_ha=0.275 charge=+2 lumo_ev=-4.82
Sr -2.62780 -1.45787 3.81798
Sr 1.87518 3.16726 -3.24152
C -0.34081 1.33669 0.46724
C -0.56530 0.01635 0.85946
C -0.00517 -1.11743 0.00597
O -0.31911 -2.30701 0.25381
C 0.77005 -0.81126 -1.10331
C 1.07422 0.50160 -1.48086
C 0.36801 1.65088 -0.72711
O 0.62302 2.78443 -1.18246
O 1.80436 0.84708 -2.44922
O -1.09565 -0.16341 1.99687
H -0.77472 2.15647 1.02188
H 1.11264 -1.54110 -1.82688
C -0.57702 -3.01230 -3.81113
O -1.37679 -3.01236 -2.66000
H 0.25845 -3.72070 -3.84956
H -1.27079 -3.23584 -4.62134
H -0.12623 -2.03160 -4.02420
H -0.92340 -2.86168 -1.81806
C 0.42772 3.78743 3.23514
O 0.12553 2.46727 3.68957
H -0.40346 4.26131 2.71142
H 0.81661 4.38863 4.05130
H 1.23992 3.70295 2.50251
H -0.21484 1.95216 2.93960
C 3.08161 -3.91431 0.03372
O 1.83717 -4.50581 0.41982
H 3.38007 -3.09448 0.68887
H 3.82755 -4.70545 -0.02311
H 2.96257 -3.57585 -1.00480
H 1.21061 -3.77214 0.46466
C -2.46112 -6.19749 -1.05876
C -1.14379 -5.59635 -0.61913
O -0.30525 -6.69506 -0.26099
H -2.91718 -6.81524 -0.27972
H -2.37205 -6.82861 -1.94211
H -3.20500 -5.44001 -1.32262
H -1.29035 -4.85014 0.15830
H -0.69704 -5.14678 -1.50720
H 0.59704 -6.35893 -0.17540
C -0.71550 3.11924 -6.53034
C -1.23275 2.73485 -5.13621
O -0.13713 2.21300 -4.36482
H -1.55414 3.32094 -7.20026
H -0.12430 2.32293 -6.97226
H -0.17689 4.06584 -6.43813
H -2.00643 1.96901 -5.22499
H -1.69087 3.55929 -4.59120
H -0.02129 1.26372 -4.62145
C -3.37015 3.56499 -0.00126
C -2.42869 4.70122 -0.34900
O -1.14238 4.53774 0.23965
H -3.86711 3.82275 0.93645
H -2.95482 2.56214 -0.01149
H -4.21884 3.60886 -0.69536
H -2.87032 5.63177 0.01077
H -2.29369 4.90978 -1.41813
H -0.65513 3.77104 -0.09917
C -4.39752 -3.06083 -0.09133
C -3.68802 -3.64664 1.14301
O -2.77278 -2.63364 1.59951
H -4.70062 -2.05184 0.18310
H -5.14422 -3.78212 -0.42195
H -3.69892 -2.90575 -0.91792
H -3.25380 -4.60610 0.86640
H -4.47140 -3.87680 1.86644
H -1.90693 -2.65700 1.13262
C -0.19498 7.40194 -2.46930
C 0.88874 6.32420 -2.64407
C 1.73675 6.10708 -1.39230
O 2.57379 4.91048 -1.45776
C 3.42122 4.73203 -0.32991
N 0.18338 5.09870 -3.11074
H -0.89697 7.37987 -3.30053
H 0.13056 8.43599 -2.34647
H -0.74451 7.19663 -1.54466
H 1.53985 6.61575 -3.47350
H 1.17234 5.91401 -0.47646
H 2.48140 6.90277 -1.48170
H 4.04653 5.58415 -0.05083
H 4.04369 3.86519 -0.52897
H 2.73881 4.58905 0.51748
H -0.63331 5.02450 -2.51039
H -0.13231 5.19988 -4.07010
C 4.43802 0.03656 5.25619
C 3.49235 0.42080 4.13603
C 4.23981 0.15964 2.80605
O 3.34559 0.27098 1.70974
C 4.07451 0.49220 0.50840
N 2.19272 -0.31745 4.19828
H 5.49769 0.24470 5.07839
H 4.37997 -0.99878 5.59031
H 4.25386 0.65429 6.14156
H 3.23214 1.47839 4.21689
H 4.61056 -0.86838 2.87334
H 5.03882 0.90162 2.77350
H 5.14025 0.32855 0.68050
H 4.07653 1.56826 0.28065
H 3.71116 -0.03962 -0.36709
H 1.54776 0.46418 4.32318
H 2.00579 -0.55572 3.21981
C -2.58251 2.92428 5.57624
C -2.93796 1.59909 4.92998
C -3.44687 1.75490 3.44462
O -3.80882 0.48005 3.00107
C -4.64591 0.51576 1.85117
N -1.69404 0.74251 4.89782
H -3.51876 3.39843 5.87848
H -2.03125 3.50818 4.83602
H -1.88885 2.86335 6.41221
H -3.68837 1.03037 5.48932
H -2.57682 2.09567 2.87024
H -4.29162 2.44399 3.41550
H -5.36585 -0.30541 1.88423
H -4.08568 0.37305 0.92421
H -5.25379 1.41334 1.73607
H -1.25749 0.74509 5.81106
H -1.03677 1.16186 4.25111
C 1.78202 -0.58001 -7.52587
C 1.40635 -1.20266 -6.15717
C 2.61096 -2.01746 -5.63240
O 2.98591 -2.95367 -6.60379
C 3.93890 -3.89469 -6.17288
N 1.16259 -0.07477 -5.22628
H 1.47773 -1.24692 -8.33511
H 2.83460 -0.31474 -7.56942
H 1.10342 0.25357 -7.73141
H 0.53428 -1.84383 -6.27416
H 2.30490 -2.54330 -4.71924
H 3.43161 -1.29927 -5.49393
H 4.95413 -3.47008 -6.21197
H 3.87603 -4.76228 -6.82068
H 3.86965 -4.14176 -5.10583
H 1.65389 0.76314 -5.51442
H 1.66729 -0.39877 -4.40002
C 1.42828 -3.70707 4.00131
C -0.01068 -3.24728 3.96142
C -0.95943 -4.28534 4.42774
O -2.31918 -3.80405 4.39160
C -3.28115 -4.82869 4.56325
N -0.23971 -1.94559 4.70046
H 1.81697 -3.72228 5.02041
H 2.03008 -3.10978 3.31295
H 1.62893 -4.68309 3.54606
H -0.19081 -3.16830 2.88000
H -0.78501 -4.64425 5.45255
H -0.88875 -5.21446 3.85389
H -4.26999 -4.40481 4.75987
H -3.12501 -5.39087 5.48820
H -3.35361 -5.49260 3.70408
H -0.08912 -2.21474 5.67778
H 0.60790 -1.38593 4.56681